(1)
Entry from the OMol25 dataset: C48H52AsN4O5Ti as an isolated structure (ωB97M-V/def2-TZVPD).

```
111
Properties=species:S:1:pos:R:3:forces:R:3:mulliken_charge:R:1
Ti -0.14155 -0.11559 -0.91041 0.67 -0.20 0.19 -0.377
O -0.71352 4.02680 0.03856 -0.08 0.11 0.02 -0.590
C -0.15259 2.98358 -0.48946 0.27 -0.02 0.04 0.470
O -0.65845 1.86715 -0.43082 -0.18 -0.01 -0.17 0.995
C 1.18547 3.20324 -1.14348 -0.06 0.04 -0.02 -0.552
O 1.65577 1.98817 -1.66564 0.01 -0.04 0.13 -0.529
C 1.41046 1.58270 -3.00897 -0.05 -0.11 0.01 -1.461
C -0.82691 0.22353 -3.35824 -0.16 -0.03 0.24 -0.023
O -1.16516 0.31378 -4.49231 0.03 0.01 -0.02 -0.546
O -1.52264 -0.04479 -2.27782 -0.14 0.08 -0.13 0.023
H -1.57221 3.77796 0.44212 -0.01 0.02 0.04 0.189
H 1.09887 4.00410 -1.87445 0.06 0.03 -0.02 0.027
H 1.88717 3.53750 -0.37622 0.02 -0.06 0.04 0.618
H 0.75496 2.09062 -4.93101 0.00 -0.04 0.00 0.852
H 2.36699 1.19216 -3.32847 0.14 0.01 -0.10 0.824
C 3.53707 2.64395 -4.78088 -0.01 -0.05 -0.01 -1.655
C 2.32005 3.43042 -4.38181 -0.02 -0.02 0.00 0.307
C 2.36633 4.78783 -4.40421 0.04 0.01 0.00 -0.682
C 1.24266 5.59186 -4.13872 -0.05 -0.03 0.03 -1.307
C 0.01609 4.96988 -3.85295 0.02 0.08 0.04 -0.561
C -0.14139 3.61894 -3.75892 -0.04 -0.05 -0.04 -0.012
C -1.52080 3.09302 -3.48465 -0.03 -0.05 0.03 -1.021
C 1.03135 2.68467 -4.04196 -0.05 0.08 -0.05 2.090
N 0.59349 0.32363 -2.89352 -0.03 -0.06 -0.16 1.238
C 1.22933 -0.88223 -3.43673 -0.14 -0.03 -0.05 0.590
C 1.64275 -0.90109 -4.87159 0.08 0.02 0.01 -1.655
C 1.17075 -1.95886 -2.63703 -0.01 -0.02 0.08 0.401
C 1.60052 -3.32137 -3.09380 0.04 -0.02 -0.01 -2.417
N 0.61777 -1.77080 -1.35209 0.05 0.15 -0.25 2.062
C 0.60385 -2.85844 -0.40779 0.08 0.20 -0.03 -0.540
C 1.76757 -3.13929 0.32297 -0.01 -0.04 0.02 0.748
C 3.06627 -2.44118 0.02187 0.04 -0.04 0.01 -1.589
C 1.71943 -4.17602 1.24703 -0.01 -0.02 0.02 -0.734
C 0.56279 -4.92780 1.41547 0.02 -0.02 0.01 -1.241
C -0.55187 -4.67542 0.63340 -0.03 0.00 -0.07 -0.856
C -0.54692 -3.65076 -0.31249 0.00 -0.02 0.06 0.762
C -1.68200 -3.52299 -1.29035 0.04 -0.07 -0.05 -1.426
H 4.27170 3.30157 -5.24123 -0.01 0.00 0.01 0.540
H 3.29729 1.86630 -5.51223 -0.02 0.01 0.01 0.276
H 4.03658 2.15694 -3.93669 -0.02 0.01 -0.01 0.287
H 3.30168 5.26559 -4.67362 -0.03 -0.01 0.01 0.420
H 1.31137 6.66925 -4.18875 0.00 -0.03 0.00 0.408
H -0.85524 5.59497 -3.69128 0.02 -0.01 -0.01 0.388
H -2.17474 3.91834 -3.20532 -0.01 0.02 -0.03 0.473
H -1.56360 2.36482 -2.67044 -0.01 0.06 -0.05 -0.337
H -1.95371 2.59930 -4.35647 0.03 0.01 -0.01 0.398
H 1.96465 0.08028 -5.21432 0.00 0.02 0.00 0.119
H 0.81169 -1.20673 -5.51198 0.00 0.01 0.01 0.309
H 2.47155 -1.59089 -5.02682 -0.03 -0.01 0.00 0.559
H 1.03299 -3.62247 -3.97570 0.00 0.01 0.01 0.461
H 1.45245 -4.07409 -2.32311 -0.01 0.01 0.01 0.377
H 2.65580 -3.32633 -3.36945 0.00 0.02 0.00 0.531
H 2.95032 -1.37218 -0.14247 -0.02 0.04 0.01 0.255
H 3.50885 -2.85664 -0.88839 -0.03 0.01 0.01 0.386
H 3.79309 -2.60355 0.81809 -0.03 0.01 0.01 0.495
H 2.60976 -4.42080 1.81620 -0.03 0.01 -0.02 0.524
H 0.54423 -5.73608 2.13653 0.01 0.03 -0.03 0.465
H -1.43709 -5.29359 0.72678 0.03 -0.01 0.01 0.482
H -2.59000 -3.97408 -0.89380 0.01 0.00 -0.01 0.452
H -1.42351 -4.05624 -2.21032 0.01 0.00 0.01 0.448
H -1.90374 -2.49634 -1.57103 0.02 0.01 -0.02 0.087
N 1.12488 0.20106 0.73050 -0.15 -0.03 0.08 0.089
C 1.53101 0.20864 1.82409 -0.05 -0.22 0.12 0.246
N 1.98171 0.21537 3.02418 -0.05 0.23 0.05 0.378
C 2.66842 -0.96445 3.60999 0.00 0.07 -0.09 0.237
C 3.99074 -0.53751 4.22971 0.01 -0.01 0.01 -0.783
C 3.85252 0.76242 5.05635 0.03 -0.01 0.01 -0.695
C 2.39429 1.17554 5.23999 -0.03 -0.02 -0.01 -0.831
C 1.73650 1.41173 3.89222 0.04 -0.13 -0.06 -0.274
H 2.79939 -1.69457 2.81431 0.01 -0.03 -0.01 -0.445
H 1.99256 -1.39438 4.34615 -0.01 -0.01 0.03 0.234
H 4.73639 -0.41199 3.44386 -0.01 0.02 0.01 0.264
H 4.33481 -1.36076 4.85680 0.00 0.00 0.00 0.427
H 4.38368 1.57563 4.55695 -0.01 -0.01 -0.01 0.321
H 4.32748 0.64362 6.02837 -0.01 -0.01 0.00 0.387
H 2.32283 2.09944 5.81364 0.02 0.01 0.00 0.469
H 1.83549 0.42079 5.79936 0.02 0.00 -0.01 0.219
H 2.18431 2.27615 3.40044 0.00 0.03 -0.01 0.481
H 0.65950 1.55757 3.97818 0.01 0.01 0.01 0.050
C -5.71699 -3.45923 0.03104 -0.01 -0.02 0.00 -0.644
C -5.41905 -2.42226 -0.84447 -0.01 0.01 0.00 -0.787
C -4.34971 -1.58008 -0.58345 -0.04 -0.01 -0.02 -0.357
C -3.59051 -1.77686 0.56534 -0.01 -0.02 0.04 0.649
C -3.88211 -2.81021 1.44565 -0.05 -0.02 0.01 -0.083
C -4.95212 -3.65287 1.17259 0.00 -0.01 0.00 -0.885
As -2.09582 -0.61524 0.87800 -0.15 0.00 -0.02 1.864
C -2.82894 1.05731 1.48928 0.04 0.03 -0.03 0.131
C -3.48869 2.02149 0.74204 0.00 0.00 0.03 -0.858
C -3.85131 3.21539 1.35455 0.00 0.01 -0.01 -0.977
C -3.54396 3.43183 2.69744 -0.01 0.03 0.01 -0.868
C -2.89161 2.46003 3.44013 0.00 0.00 0.01 -0.720
C -2.52957 1.25721 2.83781 0.03 0.01 0.06 0.811
C -1.82807 0.13314 3.50292 0.00 0.02 0.01 0.218
C -1.51063 0.05511 4.85440 -0.03 -0.04 0.02 -0.210
C -0.88883 -1.08404 5.35100 -0.02 0.01 0.03 -1.062
C -0.56339 -2.14225 4.51036 0.04 -0.01 -0.01 -0.917
C -0.85276 -2.06910 3.15239 -0.01 -0.02 0.05 0.693
C -1.49578 -0.94193 2.66951 -0.02 0.01 -0.02 -1.326
H -6.55121 -4.11646 -0.17716 0.02 0.01 0.00 0.427
H -6.01703 -2.27320 -1.73404 0.01 0.00 0.01 0.455
H -4.10656 -0.79179 -1.28638 0.03 0.03 0.00 0.309
H -3.29471 -2.96288 2.34199 0.00 0.02 0.00 0.415
H -5.19024 -4.45698 1.85709 0.00 0.02 -0.02 0.455
H -3.72189 1.85471 -0.30284 0.00 -0.01 -0.01 0.407
H -4.39081 3.96955 0.79485 0.00 -0.01 0.01 0.495
H -3.83210 4.36294 3.16837 0.00 -0.02 -0.01 0.447
H -2.67791 2.64107 4.48602 0.01 0.00 -0.01 0.472
H -1.77855 0.85642 5.53177 0.02 0.01 -0.01 0.447
H -0.67859 -1.15636 6.41086 0.00 0.01 -0.01 0.422
H -0.09644 -3.03189 4.91560 0.00 0.02 -0.01 0.490
H -0.60475 -2.89305 2.49343 0.00 0.05 0.02 0.091
```
Positions in Å, forces in eV/Å.

Output
Charge ... +2
Electronic energy ... -5540.35653 Ha
⟨S²⟩ ... 0.791
Spin multiplicity ... 2
Frontier orbital gap (spin up / spin down) ... 4.98 / 7.16 eV

---

(2)
Entry from the OMol25 dataset: C26H14F6N3O9S3SbV as an isolated structure (ωB97M-V/def2-TZVPD).

```
63
Properties=species:S:1:pos:R:3:forces:R:3:mulliken_charge:R:1
V 1.09676 -1.03628 3.26823 0.89 -1.16 2.16 0.194
S 4.95663 -0.52468 5.76588 0.03 0.09 0.06 -0.084
C 3.51442 -0.79430 4.93717 -0.19 -0.14 -0.17 0.479
S 2.25880 0.18788 5.44632 0.07 0.01 0.21 -0.348
S 3.27157 -1.92553 3.71274 0.26 -0.31 0.05 -0.293
O 1.49886 0.30231 2.48290 -0.14 3.04 -2.04 0.123
O 1.54206 1.37062 1.61755 -0.22 -1.11 0.48 -0.690
F 0.09158 -1.69826 -6.18045 -0.01 -0.02 -0.05 -0.356
C 0.11221 -1.22782 -4.91317 0.01 0.03 0.01 0.265
C 0.30586 0.12418 -4.71393 0.00 0.10 0.05 -0.755
C 0.34451 0.60161 -3.40942 -0.10 -0.21 0.01 -0.294
C 0.18714 -0.27502 -2.33798 0.01 -0.27 0.06 0.304
C -0.01552 -1.62998 -2.57269 -0.03 0.20 0.03 -0.444
C -0.05598 -2.11631 -3.87385 -0.04 -0.11 0.02 -0.631
Sb 0.55924 0.54081 -0.34557 0.35 1.22 -0.48 1.324
C 2.49812 1.20368 -1.00187 0.02 0.04 -0.01 0.439
C 3.25839 0.37700 -1.82571 -0.04 0.14 0.03 -0.586
C 4.51807 0.76691 -2.26506 0.01 -0.13 -0.01 -0.636
C 5.00777 1.98485 -1.85023 0.00 0.02 -0.03 0.395
F 6.22285 2.38275 -2.29209 0.06 0.00 0.02 -0.355
C 4.30983 2.81261 -0.99616 -0.07 0.10 0.10 -0.751
C 3.05162 2.41223 -0.56830 0.02 -0.24 -0.07 -0.590
C -0.58333 2.31730 -0.58040 -0.11 0.01 0.11 1.189
C -1.90603 2.30391 -0.13080 -0.08 0.30 0.17 -0.268
C -2.72200 3.41365 -0.29721 0.09 0.02 0.01 -1.097
C -2.19525 4.52794 -0.91625 0.04 -0.06 -0.01 0.231
F -2.97737 5.61821 -1.07095 -0.06 0.08 -0.04 -0.357
C -0.89991 4.57384 -1.38620 0.06 0.07 -0.04 -0.891
C -0.08866 3.45901 -1.21117 -0.16 -0.15 0.07 -0.615
H 0.43410 0.78205 -5.56442 -0.02 -0.02 0.02 0.452
H 0.49976 1.66092 -3.24017 0.02 -0.03 -0.01 0.286
H -0.14458 -2.30924 -1.73916 0.03 -0.02 -0.08 0.395
H -0.20911 -3.16684 -4.08601 0.00 0.03 0.01 0.463
H 2.86873 -0.58769 -2.12989 0.01 0.03 -0.08 0.429
H 5.11901 0.13883 -2.90982 -0.02 0.00 0.01 0.438
H 4.75498 3.74031 -0.65826 -0.02 -0.02 -0.06 0.430
H 2.50672 3.03552 0.12814 0.03 0.04 0.00 0.615
H -2.29817 1.41365 0.34944 0.29 0.77 0.02 0.180
H -3.74730 3.42388 0.04873 0.01 -0.01 -0.01 0.501
H -0.54036 5.46844 -1.87893 0.01 -0.02 0.03 0.454
H 0.92923 3.49172 -1.57734 0.01 0.00 0.00 0.445
O -4.58192 -4.74373 3.73328 0.06 0.05 0.00 -0.651
N -4.84760 -4.02355 2.78555 0.00 -0.07 -0.10 1.026
O -5.90900 -4.05907 2.18424 0.08 0.03 -0.01 -0.645
C -3.84671 -3.06335 2.35421 0.04 -0.20 0.22 -0.805
C -4.08488 -2.28065 1.25330 -0.17 0.07 -0.25 -0.474
C -3.16573 -1.32577 0.87616 0.18 0.04 0.08 -0.260
C -2.00331 -0.99325 1.66392 -0.09 -0.25 0.21 1.173
O -1.27277 0.00864 1.50846 0.25 -0.36 0.02 -0.707
C -1.78519 -1.95207 2.74035 0.37 0.31 0.20 -0.361
C -2.65833 -2.93206 3.07809 -0.13 -0.27 0.22 -0.268
N -0.60358 -1.76643 3.55459 -0.51 0.19 -1.12 1.315
O -0.46558 -0.62188 4.26081 -0.03 -0.92 0.02 -0.691
O 0.26238 -2.72631 3.94299 -0.87 0.49 0.30 -0.596
N -3.42993 -0.62854 -0.37191 -0.27 -0.03 -0.04 0.863
O -2.49518 -0.12177 -0.96503 0.03 -0.59 -0.26 -0.428
O -4.57898 -0.59378 -0.78527 0.04 -0.04 0.07 -0.685
H -4.98321 -2.41580 0.67045 -0.01 0.01 -0.01 0.640
H -2.45176 -3.59483 3.90726 0.00 0.04 0.02 0.618
F 1.62229 -3.41725 1.65875 0.03 0.16 0.01 -0.302
C 1.30599 -2.11134 1.46006 0.18 -0.74 -0.40 0.523
F 0.28419 -2.16894 0.53971 -0.23 -0.20 0.19 -0.105
F 2.35358 -1.61294 0.71640 0.01 -0.02 0.06 -0.172
```
Positions in Å, forces in eV/Å.

Output
Charge ... -1
Electronic energy ... -4818.26336 Ha
⟨S²⟩ ... 2.024
Spin multiplicity ... 3
Frontier orbital gap (spin up / spin down) ... 7.34 / 5.78 eV

---

(3)
Entry from the OMol25 dataset: a 2-piece molecular cluster, C22H27BN3 overall (ωB97M-V/def2-TZVPD).

```
53
Properties=species:S:1:pos:R:3:forces:R:3:mulliken_charge:R:1
C -3.83155 -0.98740 3.39211 0.13 -0.06 0.24 -0.907
N -3.31988 -0.37187 2.17205 1.49 0.71 -0.02 0.144
C -2.12947 0.27735 2.05757 -1.61 -0.76 0.30 -1.050
C -1.95682 0.73751 0.74602 0.96 0.99 -1.08 1.230
C -0.83717 1.49845 0.35656 -1.18 -0.82 0.42 -0.612
C -0.43895 1.90815 -0.95147 0.14 0.15 -0.39 0.544
C -0.69116 1.14172 -2.10563 0.02 0.01 0.26 -0.910
C -0.28974 1.57714 -3.34412 0.01 -0.10 0.11 -0.757
C 0.38004 2.78903 -3.49154 0.01 0.18 0.04 1.069
C 0.78587 3.26208 -4.84263 0.20 0.30 -0.23 -1.447
C 0.66529 3.54360 -2.35644 -0.08 0.02 -0.12 -0.786
C 0.28266 3.10866 -1.11308 -0.16 -0.35 0.39 -0.931
C -3.16983 0.37191 0.02997 -0.43 -0.35 -0.28 1.054
C -3.64951 0.63678 -1.25790 0.12 0.00 0.41 -0.203
C -4.88072 0.14993 -1.63304 -0.15 -0.05 0.06 -0.837
C -5.66526 -0.58497 -0.74116 0.13 0.04 -0.18 -0.713
C -5.23588 -0.82429 0.54278 0.43 -0.07 0.79 -0.834
C -3.98643 -0.33664 0.93369 0.22 0.47 -0.89 -0.038
H -4.79973 -1.44900 3.21812 0.07 0.09 -0.17 0.289
H -3.13957 -1.75459 3.73289 0.00 -0.02 -0.01 0.351
H -3.94272 -0.23642 4.17183 0.00 0.03 -0.04 0.350
H -1.43206 0.42596 2.86284 -0.07 -0.23 0.35 0.557
H -0.20809 1.83204 1.16593 0.23 0.12 0.26 0.399
H -1.15967 0.18023 -1.99831 -0.14 -0.22 -0.02 0.945
H -0.48364 0.97734 -4.21847 -0.03 -0.15 -0.12 0.471
H 1.28362 4.23159 -4.79495 -0.03 -0.08 0.01 0.368
H 1.47494 2.55757 -5.30946 -0.04 -0.05 -0.05 0.339
H -0.08256 3.36799 -5.49407 -0.01 -0.08 -0.02 0.346
H 1.18280 4.48305 -2.46248 0.10 0.12 0.01 0.363
H 0.50098 3.70298 -0.24309 0.11 0.15 0.21 0.476
H -3.07430 1.23950 -1.93459 0.04 0.05 -0.20 0.567
H -5.24872 0.33785 -2.62939 -0.04 0.06 -0.08 0.425
H -6.62172 -0.96641 -1.06175 -0.09 -0.03 0.00 0.414
H -5.84417 -1.37738 1.23698 -0.21 -0.10 0.08 0.301
H 2.40610 0.22515 2.28690 -0.81 0.40 -0.50 -0.270
B 3.31921 -0.44862 2.60636 -0.24 0.43 0.22 0.026
H 4.25627 0.25881 2.71719 0.84 0.30 -0.05 -0.074
H 3.07693 -0.88485 3.67489 -0.06 -0.60 0.71 -0.074
C 3.58421 -1.57789 1.58394 0.76 -2.55 -2.12 -0.347
N 4.59046 -2.55731 1.65395 -1.77 0.78 -1.24 0.192
C 5.56543 -2.66055 2.73151 -0.08 0.17 0.10 -0.832
C 4.50900 -3.40689 0.53924 -0.80 0.99 0.20 -0.470
C 3.47225 -2.98371 -0.23303 0.43 0.37 0.98 -0.267
N 2.89605 -1.86555 0.39170 1.56 -0.50 1.36 0.286
C 1.75564 -1.10642 -0.10618 0.16 0.05 0.17 -0.987
H 6.23900 -3.49783 2.56188 -0.15 -0.02 -0.20 0.323
H 6.15266 -1.74707 2.78957 -0.05 0.06 0.01 0.307
H 5.05561 -2.81011 3.68039 -0.06 0.06 0.01 0.311
H 5.15695 -4.24035 0.34281 0.20 0.02 0.27 0.430
H 3.14332 -3.41909 -1.15770 -0.25 0.20 -0.08 0.404
H 1.39669 -1.52153 -1.04528 0.19 -0.19 0.00 0.306
H 0.94493 -1.13513 0.61828 -0.01 0.01 0.07 0.365
H 2.04238 -0.07051 -0.27216 0.01 0.04 0.04 0.392
```
Positions in Å, forces in eV/Å.

Output
Charge ... +1
Electronic energy ... -1043.38347 Ha
Frontier orbital gap ... 5.72 eV

---

(4)
Entry from the OMol25 dataset: an isolated ion of composition C6H5O and charge -1 (ωB97M-V/def2-TZVPD).

```
12
Properties=species:S:1:pos:R:3:forces:R:3:mulliken_charge:R:1
O 2.22472 -0.57217 1.31802 0.42 -0.07 -0.21 -0.844
C 1.16566 -0.28880 0.66562 1.79 -0.49 1.18 -0.100
C 1.09753 -0.40517 -0.74059 -0.04 -0.49 -1.58 -0.198
C -0.08412 -0.18729 -1.43106 -0.12 0.58 1.82 -0.493
C -1.19606 0.26381 -0.67124 -1.14 0.05 -1.37 -0.220
C -1.16188 0.42554 0.70441 1.90 -0.12 0.47 -0.528
C 0.03829 0.14982 1.36746 -1.88 0.63 -0.05 -0.171
H 2.00250 -0.74046 -1.28377 -0.52 0.21 0.48 0.306
H -0.12915 -0.31856 -2.50177 -0.16 0.06 -0.14 0.342
H -2.12633 0.53047 -1.17417 0.12 -0.16 -0.14 0.259
H -1.95869 0.84134 1.30584 -0.44 -0.08 -0.31 0.314
H 0.12753 0.30147 2.44126 0.07 -0.13 -0.14 0.334
```
Positions in Å, forces in eV/Å.

Output
Charge ... -1
SMILES ... [O-]c1ccccc1
Electronic energy ... -306.89680 Ha
Frontier orbital gap ... 6.72 eV

---

(5)
Entry from the OMol25 dataset: one molecule with the formula C2H2F3NO2S (ωB97M-V/def2-TZVPD).

```
11
Properties=species:S:1:pos:R:3:forces:R:3:mulliken_charge:R:1
N -0.97760 1.26639 -0.66519 0.99 -0.69 -1.47 -0.551
S 0.68129 0.84654 -0.28685 -2.33 1.29 0.13 1.087
O 0.95373 1.46947 0.96346 -0.35 -0.56 0.57 -0.588
O 1.54865 1.09308 -1.36224 0.84 0.00 -1.63 -0.562
C 0.61349 -0.93401 -0.18932 -2.76 -1.70 3.41 0.172
F 0.22384 -1.36687 -1.37452 0.09 -0.42 0.15 -0.178
C -0.26944 -1.72423 1.12748 3.20 2.71 -2.86 0.355
F 0.00424 -1.33139 2.36828 -0.34 -0.78 -1.32 -0.142
F -0.29283 -3.01545 0.97532 -0.26 0.16 0.55 -0.143
H -1.17637 1.95815 -0.01294 -0.52 1.23 2.07 0.282
H -1.30901 1.73832 -1.54348 1.43 -1.25 0.41 0.268
```
Positions in Å, forces in eV/Å.

Output
SMILES ... NS(=O)(=O)C(F)=C(F)F
Electronic energy ... -980.25409 Ha
Frontier orbital gap (spin up / spin down) ... 8.30 / 9.09 eV

---

| no. | F_max (eV Å⁻¹) | molar mass (Da) |
| --- | --- | --- |
| 1 | 0.73 | 887.76 |
| 2 | 3.66 | 895.30 |
| 3 | 3.40 | 344.29 |
| 4 | 2.20 | 93.10 |
| 5 | 5.08 | 161.10 |